Entry 1:
60
Properties=species:S:1:pos:R:3:forces:R:3:mulliken_charge:R:1 method="wB97M-V/def2-TZVPD" e_lumo_ev=-2.42 charge=+1
C 4.569 -2.741 0.915 -0.168 0.061 -0.238 -1.39
C 3.128 -2.841 1.378 0.061 -0.142 -0.158 -0.09
Br 2.328 -4.368 0.433 -0.006 -0.055 0.064 -0.12
C 2.237 -1.656 1.026 -0.114 -0.013 -0.020 -1.28
C 2.257 -0.383 1.904 -0.305 -0.322 0.390 1.08
S 3.633 -0.218 3.094 0.382 -0.015 -0.371 -0.11
C 0.904 -0.333 2.622 0.015 0.094 0.064 -1.59
N 0.813 0.814 3.498 0.152 0.138 -0.293 -0.36
C 0.851 2.036 2.692 -0.286 -0.416 0.068 -1.38
C 2.060 2.156 1.777 -0.141 0.555 -0.116 -0.27
P 1.689 3.559 0.548 -0.257 -0.117 -0.255 0.35
C 3.358 4.281 0.291 0.060 -0.158 0.210 -1.19
C 1.023 4.810 1.705 0.371 -0.032 0.093 -1.29
N 2.267 0.851 1.006 0.138 0.209 0.429 -0.54
P 3.709 0.935 -0.095 -0.044 0.128 -1.259 0.44
S 3.249 1.266 -1.922 0.062 -0.005 0.394 -0.20
H 4.587 -2.596 -0.166 0.018 0.019 -0.082 0.42
H 5.084 -1.908 1.387 0.093 -0.038 0.180 0.31
H 5.102 -3.664 1.114 0.099 -0.030 0.145 0.46
H 3.053 -3.115 2.424 0.020 0.089 0.131 0.53
H 1.206 -1.999 1.075 -0.081 -0.089 -0.174 0.52
H 2.405 -1.428 -0.027 0.057 0.064 -0.091 0.51
H 2.988 -0.796 4.103 -0.173 0.042 0.204 0.23
H 0.792 -1.263 3.176 0.002 -0.051 0.154 0.64
H 0.133 -0.315 1.839 0.028 -0.110 -0.079 0.28
H -0.091 0.789 3.949 -0.008 -0.016 0.309 0.33
H -0.048 2.106 2.061 -0.053 0.035 -0.068 0.55
H 0.848 2.880 3.370 0.069 0.171 0.022 0.46
H 2.974 2.380 2.320 0.072 -0.289 0.158 0.90
H 4.046 4.048 1.104 0.070 0.031 0.045 0.36
H 3.266 5.363 0.265 -0.046 0.100 -0.180 0.44
H 3.759 3.930 -0.654 0.167 0.075 -0.111 0.31
H 0.002 4.585 1.986 -0.165 0.065 0.047 0.37
H 1.647 4.942 2.589 -0.032 0.009 0.113 0.39
H 1.047 5.747 1.153 -0.168 0.086 -0.060 0.44
H 1.441 0.765 0.390 -0.008 -0.057 -0.114 0.46
H 4.310 -0.293 0.143 0.065 -0.081 0.414 -0.04
H 4.488 1.870 0.591 -0.046 -0.029 0.232 0.14
N -0.828 -0.306 -0.339 0.130 0.049 -0.007 -0.15
C -2.104 -0.693 -0.297 -0.077 0.017 0.052 -0.29
C -2.638 -1.652 -1.144 0.036 -0.023 0.009 -0.32
C -1.810 -2.247 -2.082 -0.011 0.014 0.060 -0.14
C -0.483 -1.851 -2.144 -0.054 -0.050 -0.012 -1.08
C -0.055 -0.881 -1.259 0.149 0.112 -0.002 0.19
H -2.724 -0.208 0.447 -0.038 -0.020 -0.006 0.38
H -3.682 -1.918 -1.071 -0.029 0.074 -0.022 0.22
H -2.192 -3.007 -2.751 -0.015 0.010 -0.017 0.42
H 0.207 -2.288 -2.853 -0.001 0.024 -0.020 0.42
H 0.972 -0.531 -1.281 -0.008 -0.070 -0.261 0.26
N -5.739 -0.908 -2.633 0.031 -0.072 0.045 -0.36
C -6.342 -2.092 -2.556 0.007 -0.011 0.022 -0.02
C -7.342 -2.506 -3.422 0.000 -0.008 -0.002 -0.53
C -7.741 -1.640 -4.427 -0.014 -0.003 -0.014 -0.18
C -7.124 -0.404 -4.521 -0.004 -0.005 0.005 -0.42
C -6.134 -0.088 -3.604 0.041 0.070 0.001 -0.21
H -6.009 -2.744 -1.755 -0.032 -0.030 -0.007 0.32
H -7.795 -3.481 -3.308 0.002 -0.008 0.013 0.35
H -8.519 -1.924 -5.124 -0.006 -0.002 -0.005 0.37
H -7.404 0.304 -5.288 0.008 0.014 -0.003 0.35
H -5.629 0.871 -3.647 -0.017 0.012 -0.027 0.34

---

Entry 2:
45
Properties=species:S:1:pos:R:3:forces:R:3:mulliken_charge:R:1 method="wB97M-V/def2-TZVPD" smiles="CN1c2ccccc2C([C@H](Cl)S(=O)(=O)c2ccc(C#N)cc2)c2ccccc21" e_lumo_ev=-0.76 de_lowest_kcal_mol=18.9
C 3.864 -2.998 -0.636 -0.219 0.014 -0.343 -1.52
N 2.580 -2.348 -0.452 -0.327 -0.106 0.420 0.02
C 1.432 -3.154 -0.393 -1.102 0.050 0.206 0.41
C 1.437 -4.561 -0.581 0.053 0.159 0.029 -0.68
C 0.324 -5.351 -0.281 -0.173 0.361 -0.248 -0.62
C -0.826 -4.751 0.234 0.540 -0.256 0.118 -0.92
C -0.880 -3.373 0.333 0.312 0.005 -0.155 -0.56
C 0.167 -2.555 -0.104 0.414 -0.732 0.462 0.12
C -0.066 -1.100 -0.351 -4.029 0.033 -3.634 0.89
C -1.011 -0.387 0.600 1.548 2.018 4.737 -0.80
Cl -2.730 -0.930 1.104 1.389 0.697 -0.977 -0.22
S -1.039 1.456 0.251 1.283 -0.388 -1.128 1.68
O -1.470 1.573 -1.142 -0.283 0.020 1.445 -0.65
O 0.313 1.801 0.660 -1.047 0.247 -0.021 -0.66
C -2.123 2.597 1.134 -0.011 0.590 -0.346 -0.06
C -3.375 2.848 0.566 -0.688 0.207 0.488 -0.26
C -4.093 4.010 0.937 -0.260 -0.193 -0.615 -0.59
C -3.494 4.991 1.747 -0.185 -0.446 0.290 0.50
C -4.113 6.335 1.921 -1.310 2.551 0.715 -0.06
N -4.593 7.416 2.061 1.925 -4.310 -0.610 -0.48
C -2.308 4.633 2.410 0.722 0.197 0.108 -0.53
C -1.546 3.493 2.045 -0.722 -0.021 0.283 -0.39
C 1.135 -0.422 -0.982 0.696 -0.120 -0.511 0.58
C 1.038 0.693 -1.837 0.668 -0.469 0.307 -0.12
C 2.129 1.508 -2.102 0.385 -0.731 0.318 -0.76
C 3.396 1.068 -1.710 -0.183 0.023 0.095 -0.81
C 3.580 -0.211 -1.175 -0.485 -0.100 0.122 -0.53
C 2.446 -0.996 -0.815 -0.325 0.713 -0.478 0.26
H 4.694 -2.415 -0.249 -0.168 0.095 0.047 0.36
H 3.899 -3.973 -0.160 -0.227 0.054 0.217 0.43
H 3.983 -3.149 -1.703 0.550 -0.131 -0.387 0.49
H 2.294 -5.056 -1.030 0.006 0.185 0.281 0.43
H 0.330 -6.429 -0.488 0.173 0.524 0.166 0.36
H -1.666 -5.349 0.556 -0.043 -0.048 0.006 0.40
H -1.744 -2.900 0.783 0.101 -0.398 -0.478 0.21
H -1.097 -0.957 -0.963 2.612 -1.532 -1.877 0.41
H -0.358 -0.458 1.472 -1.196 0.597 1.282 0.59
H -3.765 2.125 -0.168 0.030 0.565 0.490 0.39
H -5.142 4.177 0.619 0.971 -0.145 -0.215 0.37
H -2.000 5.275 3.243 0.359 -0.108 -0.609 0.39
H -0.526 3.285 2.420 -0.882 0.293 -0.054 0.41
H 0.113 0.932 -2.318 -0.348 0.144 0.380 0.58
H 1.956 2.475 -2.555 0.210 -0.119 -0.253 0.43
H 4.252 1.720 -1.863 -0.030 -0.224 -0.036 0.38
H 4.603 -0.588 -1.039 -0.703 0.232 -0.039 0.14

---

| no. | gap between HOMO and LUMO (eV) | calculated total energy (Eh) | F_max (eV/A) |
| --- | --- | --- | --- |
| 1 | 8.98 | -5015.05319 | 1.27 |
| 2 | 6.62 | -1966.76047 | 5.43 |